Here is an isolated molecule of C3H4N2O from the Open Molecules 2025 dataset. Energies are from the ωB97M-V functional and the def2-TZVPD basis.

Geometry as ORCA input:
```
! RIJCOSX wB97M-V def2-TZVPD def2/J DEFGRID3
* xyz 0 1
O -1.70833 -1.16148 0.58562
C -0.80735 -0.21490 0.19514
C -0.62562 1.06256 -0.07428
N 1.39660 0.99349 -0.53314
N 1.61869 -0.25929 -0.27425
C 0.65457 -1.03137 0.00968
H -2.62830 -0.88466 0.69537
H -0.85561 2.08243 -0.33890
H 2.20049 1.51578 -0.11367
H 0.79040 -2.11487 -0.15781
*
```

Properties
Highest occupied orbital energy ... -0.3162 Eh
Energy above the lowest of the compared OMol25 structures with the same formula, charge and spin ... 5.2803 eV
HOMO-LUMO gap ... 8.8 eV

***

Here is a cluster of 2 separate species, HN3O in total from the Open Molecules 2025 dataset. Energies are from the ωB97M-V functional and the def2-TZVPD basis.

Geometry as ORCA input:
```
! RIJCOSX wB97M-V def2-TZVPD def2/J DEFGRID3
* xyz 0 1
N 1.27749 2.50788 -1.09989
N 0.94082 1.57058 -0.62452
N -0.48982 0.38205 0.08122
O -0.85558 1.01370 1.06897
H 0.36450 -0.13141 0.45246
*
```

Properties
Highest occupied orbital energy ... -0.3522 Eh
Energy above the lowest of the compared OMol25 structures with the same formula, charge and spin ... 0.9867 eV
HOMO-LUMO gap ... 9.4 eV

***

Here is a structure of composition C33H53CaN2O2P2S from the Open Molecules 2025 dataset. Energies are from the ωB97M-V functional and the def2-TZVPD basis.

Geometry as ORCA input:
```
! RIJCOSX wB97M-V def2-TZVPD def2/J DEFGRID3
* xyz 1 1
C 1.88598 -2.03602 -0.81856
C 1.62581 0.17812 -1.60785
C 2.86934 -2.29998 -1.76995
C 2.47521 -0.13726 -2.71528
C 3.18345 -1.31239 -2.72157
H 3.42859 -3.22924 -1.71588
H 2.62368 0.64001 -3.45433
H 3.92016 -1.49106 -3.49667
N 1.26847 -0.84126 -0.70935
P -0.21222 -2.96004 0.84161
P 0.95218 2.39426 0.04820
C 1.43958 -3.19594 0.07774
H 1.47383 -4.15500 -0.47802
H 2.19702 -3.30237 0.87795
C 1.05418 1.49199 -1.47627
H 1.03775 2.12347 -2.43118
C -0.33467 3.85130 -0.25734
C 2.65046 3.02317 0.02338
C -1.37263 -3.75449 -0.50470
C -0.06520 -3.88301 2.43553
C -1.69716 3.44965 0.38850
H -1.56809 3.18373 1.45613
H -2.36779 4.32999 0.31993
H -2.18707 2.61543 -0.13807
C 0.16477 5.10161 0.46592
H 0.33903 4.90789 1.53114
H 1.06825 5.51296 0.01071
H -0.61739 5.86684 0.39093
C -0.55990 4.13784 -1.75340
H -1.26138 4.99616 -1.80300
H 0.37314 4.44966 -2.25552
H -1.00825 3.27133 -2.27852
C 2.90827 3.64830 1.40407
H 2.56259 2.99735 2.21352
H 3.98710 3.80710 1.55164
H 2.41821 4.61056 1.52308
C 3.63016 1.83908 -0.10399
H 3.40029 1.02528 0.59594
H 3.63737 1.41343 -1.11015
H 4.66053 2.17529 0.09704
C 2.91269 4.00007 -1.11257
H 2.29516 3.83858 -1.98392
H 2.79629 5.04096 -0.81622
H 3.94374 3.89894 -1.46584
C -1.43735 -3.89427 3.16521
H -1.32214 -4.30858 4.18386
H -1.84241 -2.87832 3.26614
H -2.18056 -4.51182 2.64399
C 0.94517 -3.14232 3.33997
H 1.95998 -3.15662 2.91648
H 0.65642 -2.09327 3.50837
H 0.99301 -3.63260 4.33361
C 0.42281 -5.34287 2.25354
H 0.67039 -5.76090 3.24058
H -0.34624 -5.98303 1.80875
H 1.32409 -5.38187 1.63576
C -1.12224 -3.02679 -1.81549
H -1.81503 -3.44111 -2.55207
H -1.31786 -1.94589 -1.75536
H -0.11075 -3.16886 -2.19812
C -2.81858 -3.52316 -0.05663
H -3.07454 -2.46643 0.04703
H -3.45938 -3.94154 -0.83077
H -3.06970 -4.02518 0.87942
C -1.07231 -5.23078 -0.64726
H -0.02113 -5.44771 -0.83702
H -1.41543 -5.81927 0.19857
H -1.62876 -5.57192 -1.51818
Ca -0.44132 -0.10339 1.09537
C 1.64595 0.51703 2.30014
O 2.46562 0.43208 3.08347
N -1.66113 0.45322 -0.77580
C -1.37358 0.81718 -1.86682
C -1.60472 0.91616 -3.28167
C -2.96137 0.76033 -3.51977
C -0.67943 1.16042 -4.31321
C -3.45319 0.83202 -4.80700
H -3.53490 0.54331 -2.62649
C -1.21714 1.22395 -5.61905
H 0.39800 1.23076 -4.21788
C -2.58541 1.09255 -5.85777
H -4.53197 0.70301 -4.86199
H -0.60645 1.40956 -6.49929
H -3.04925 1.14427 -6.84736
C -0.50238 1.20080 5.14610
S -1.90801 0.33393 4.48264
C -3.08345 1.70390 4.41152
O -1.54329 0.11623 2.99429
H -0.77047 1.55734 6.13967
H -0.22278 2.03534 4.50284
H 0.32701 0.50129 5.22948
H -2.54668 2.65051 4.25360
H -3.79570 1.51323 3.59835
H -3.61299 1.72776 5.37150
*
```

Properties
Highest occupied orbital energy ... -0.3083 Eh
Energy above the lowest of the compared OMol25 structures with the same formula, charge and spin ... 1.0359 eV
HOMO-LUMO gap ... 6.2 eV

***

Here is a cluster of 2 separate species, C2H6O in total from the Open Molecules 2025 dataset. Energies are from the ωB97M-V functional and the def2-TZVPD basis.

Geometry as ORCA input:
```
! RIJCOSX wB97M-V def2-TZVPD def2/J DEFGRID3
* xyz 0 1
C 0.02677 -1.60413 -2.07100
O -1.13606 -1.86731 -2.24487
H 0.74276 -2.27383 -2.58435
H 0.43957 -0.79412 -1.45853
C 0.02020 1.31200 1.66805
H -0.32812 0.27867 1.69357
H -0.29445 1.86092 2.55277
H -0.56878 1.69215 0.83350
H 1.09811 1.39565 1.61087
*
```

Properties
Highest occupied orbital energy ... -0.3769 Eh
Energy above the lowest of the compared OMol25 structures with the same formula, charge and spin ... 0.8494 eV
HOMO-LUMO gap ... 11.1 eV

***

> Which of these has the highest energy above the lowest of the compared OMol25 structures with the same formula, charge and spin?

C3H4N2O

***

Please write out number 2 again, unchanged.
Here is a cluster of 2 separate species, HN3O in total from the Open Molecules 2025 dataset. Energies are from the ωB97M-V functional and the def2-TZVPD basis.

Geometry as ORCA input:
```
! RIJCOSX wB97M-V def2-TZVPD def2/J DEFGRID3
* xyz 0 1
N 1.27749 2.50788 -1.09989
N 0.94082 1.57058 -0.62452
N -0.48982 0.38205 0.08122
O -0.85558 1.01370 1.06897
H 0.36450 -0.13141 0.45246
*
```

Properties
Highest occupied orbital energy ... -0.3522 Eh
Energy above the lowest of the compared OMol25 structures with the same formula, charge and spin ... 0.9867 eV
HOMO-LUMO gap ... 9.4 eV